# 1
C3H7NOSn as an isolated structure, computed with ωB97M-V/def2-TZVPD.

Values from the calculation:
* calculated total energy: -462.0347 Eh
* energy relative to the best compared isomer or geometry (same formula, charge and spin): 46.1 kcal/mol

Geometry as ORCA input:
```
! RIJCOSX wB97M-V def2-TZVPD def2/J DEFGRID3
* xyz 2 1
Sn 1.54 1.20 -4.26
C 1.21 -0.71 0.77
C 0.48 -0.21 -0.51
O 1.05 -0.06 -1.60
N -0.79 0.10 -0.39
C -1.52 0.41 0.83
H 1.82 -1.50 0.33
H 0.70 -1.13 1.64
H 2.00 0.01 0.96
H -1.25 0.34 -1.26
H -1.12 -0.02 1.74
H -2.56 0.07 0.83
H -1.54 1.50 0.92
*
```

Want to see where the charge sits? The Mulliken charges in e are: 1.74 -0.95 0.55 -0.59 -0.15 -0.72 0.33 0.39 0.31 0.20 0.27 0.31 0.30


# 2
One molecule with the formula C3H7NS, computed with ωB97M-V/def2-TZVPD.

Values from the calculation:
* calculated total energy: -571.4004 Eh
* energy relative to the best compared isomer or geometry (same formula, charge and spin): 24.2 kcal/mol
* SMILES: CCNC=S

Geometry as ORCA input:
```
! RIJCOSX wB97M-V def2-TZVPD def2/J DEFGRID3
* xyz 0 1
C -1.55 -0.52 0.13
C -0.50 0.46 -0.05
N 0.75 -0.32 -0.08
C 1.88 0.37 -0.04
S 3.39 -0.27 0.06
H -1.21 -1.10 0.93
H -1.47 -0.95 -0.82
H -2.54 -0.08 0.34
H -0.37 1.00 0.96
H -0.74 1.07 -0.89
H 0.59 -1.09 -0.67
H 1.77 1.44 0.13
*
```

Want to see where the charge sits? The Mulliken charges in e are: -1.36 -0.29 -0.11 -0.20 -0.30 0.40 0.35 0.32 0.40 0.29 0.24 0.27